Here is a gas-phase ion, C4H12N3 (charge +1) in a non-equilibrium geometry from the OMol25 dataset. Energies are from wB97M-V/def2-TZVPD.

```
19
Properties=species:S:1:pos:R:3:lowdin_charge:R:1
C -2.259 -0.354 0.215 -0.152
C 2.395 -0.020 0.099 -0.040
C 0.086 -1.049 -0.460 -0.107
C 0.885 0.004 0.324 -0.413
N 0.350 1.280 -0.106 0.017
N -2.196 0.915 -0.013 0.176
N -1.278 -1.229 0.052 0.061
H -3.197 -0.809 0.525 0.161
H 2.853 -0.941 0.433 0.085
H 2.840 0.801 0.663 0.090
H 2.626 0.135 -0.951 0.088
H 0.038 -0.740 -1.509 0.141
H 0.595 -2.011 -0.407 0.137
H 0.671 -0.118 1.391 0.154
H -1.199 1.292 -0.175 0.065
H -3.027 1.473 0.112 0.135
H 0.705 1.536 -1.019 0.119
H 0.604 2.025 0.536 0.125
H -1.491 -2.189 0.292 0.158
```

HOMO level: -0.523 hartree
Structure (SMILES): C[C@@H](N)C/[NH+]=C\N
Max |F|: 0.027 hartree/bohr
LUMO level: -2.78 eV
Frontier orbital gap: 11.4388 eV
Charge: +1
Energy relative to the best compared isomer or geometry (same formula, charge and spin): 0.388 eV